1.
Density functional theory data (ωB97M-V with the def2-TZVPD basis set) for a 2-piece molecular cluster, C7H11P overall in a non-equilibrium geometry.

Output
Kohn-Sham gap (alpha / beta) in hartree: 0.3043 / 0.3046
E in eV: -16719.173
HOMO (alpha / beta) in eV: -8.085 / -8.087
Energy above the lowest of the compared OMol25 structures with the same formula, charge and spin in eV: 5.066

Each line ends with the natural charge from an NBO analysis.
Positions of all 19 atoms, in Å:
C  3.384  0.352  0.852  -0.370
C  2.446  -0.379  0.319  -0.204
C  1.007  -0.055  0.513  -0.369
C  0.065  -0.803  -0.016  0.230
C  -2.085  0.392  0.229  -0.370
C  0.089  -2.121  -0.537  -0.750
C  -1.910  1.828  0.149  -0.743
P  -3.226  -0.763  0.489  0.374
H  4.370  -0.098  0.784  0.192
H  3.400  1.395  1.163  0.202
H  2.631  -1.375  0.038  0.195
H  0.821  0.957  0.805  0.214
H  0.656  -1.889  -1.474  0.248
H  0.639  -2.702  0.243  0.241
H  -0.836  -2.737  -0.830  0.262
H  -2.472  2.303  0.916  0.232
H  -2.360  2.031  -0.846  0.252
H  -0.847  2.344  0.424  0.227
H  -4.463  0.005  0.872  -0.063



2.
Density functional theory data (ωB97M-V with the def2-TZVPD basis set) for one molecule with the formula C7H11P in a non-equilibrium geometry.

Output
Kohn-Sham gap (alpha / beta) in hartree: 0.2281 / 0.2539
Multiplicity: 3
E in eV: -16719.310
HOMO (alpha / beta) in eV: -5.182 / -8.861
Expectation value of S²: 2.006
Energy above the lowest of the compared OMol25 structures with the same formula, charge and spin in eV: 2.358

Each line ends with the natural charge from an NBO analysis.
Positions of all 19 atoms, in Å:
C  0.217  -1.286  -1.284  -0.159
C  1.268  -0.652  -0.780  -0.141
C  -1.364  -0.913  0.550  -0.394
C  -0.174  -0.194  1.295  -0.410
C  -0.481  0.862  -0.832  -0.429
C  -1.066  -0.589  -0.924  -0.268
C  0.624  0.467  0.085  -0.350
P  1.838  1.808  0.541  0.298
H  0.323  -2.154  -1.819  0.184
H  2.332  -0.780  -0.936  0.208
H  -1.378  -2.000  0.595  0.204
H  -2.241  -0.625  0.881  0.196
H  -0.517  0.394  2.138  0.224
H  0.567  -1.050  1.602  0.212
H  -0.067  1.137  -1.734  0.209
H  -1.106  1.797  -0.575  0.228
H  -1.943  -0.625  -1.541  0.229
H  2.272  1.611  1.914  -0.010
H  0.898  2.793  0.824  -0.031



3.
Density functional theory data (ωB97M-V with the def2-TZVPD basis set) for an isolated ion of composition C7H12 and charge -1 in a non-equilibrium geometry.

Output
Kohn-Sham gap (alpha / beta) in hartree: 0.1449 / 0.2504
Charge: -1
Multiplicity: 2
E in eV: -7451.065
HOMO (alpha / beta) in eV: 0.435 / -2.526
Expectation value of S²: 0.769
Energy above the lowest of the compared OMol25 structures with the same formula, charge and spin in eV: 0.415

Each line ends with the natural charge from an NBO analysis.
Positions of all 19 atoms, in Å:
C  -0.787  0.881  -2.461  -0.611
C  -0.439  -0.324  -1.551  -0.440
C  0.651  -0.165  -0.551  -0.127
C  1.996  -0.256  -0.940  -0.671
C  -0.704  0.083  3.081  -0.621
C  -0.745  -0.020  1.590  -0.394
C  0.354  -0.366  0.868  -0.244
H  -0.213  1.748  -2.111  0.210
H  -1.852  1.111  -2.390  0.182
H  -0.528  0.833  -3.522  0.183
H  -1.390  -0.603  -1.087  0.191
H  -0.173  -1.206  -2.173  0.176
H  2.257  -0.426  -1.985  0.151
H  2.780  -0.339  -0.199  0.165
H  -0.399  1.110  3.398  0.159
H  -1.726  -0.008  3.479  0.182
H  -0.047  -0.512  3.726  0.183
H  -1.723  0.082  1.126  0.165
H  1.271  -0.549  1.431  0.162



4.
Density functional theory data (ωB97M-V with the def2-TZVPD basis set) for a 2-piece molecular cluster, C7H12 overall.

Output
Kohn-Sham gap in hartree: 0.3113
E in eV: -7448.555
HOMO in eV: -8.272
Energy above the lowest of the compared OMol25 structures with the same formula, charge and spin in eV: 4.877

Each line ends with the natural charge from an NBO analysis.
Positions of all 19 atoms, in Å:
C  1.748  -0.995  0.834  -0.616
C  1.034  -1.109  -0.495  -0.219
C  -0.464  -1.007  -0.635  -0.245
C  -1.217  -0.371  0.524  -0.634
C  -0.795  1.039  0.734  0.215
C  0.173  1.315  -0.359  -0.634
C  0.426  0.076  -1.202  -0.246
H  1.755  -1.960  1.354  0.216
H  2.788  -0.678  0.690  0.216
H  1.280  -0.269  1.509  0.207
H  1.491  -1.835  -1.166  0.218
H  -0.980  -1.714  -1.281  0.223
H  -2.293  -0.347  0.375  0.276
H  -1.109  -0.881  1.479  0.262
H  -2.891  2.422  0.113  -0.034
H  -2.341  2.240  0.625  0.033
H  1.058  1.747  0.103  0.263
H  -0.240  2.144  -0.928  0.276
H  0.578  0.183  -2.274  0.223



5.
Density functional theory data (ωB97M-V with the def2-TZVPD basis set) for one molecule with the formula C7H12.

Output
Kohn-Sham gap in hartree: 0.3836
E in eV: -7449.700
HOMO in eV: -9.538
Energy above the lowest of the compared OMol25 structures with the same formula, charge and spin in eV: 3.732

Each line ends with the natural charge from an NBO analysis.
Positions of all 19 atoms, in Å:
C  2.083  2.096  0.353  -0.601
C  1.588  0.787  -0.257  -0.393
C  0.063  0.684  -0.228  -0.406
C  -0.460  -0.596  -0.863  -0.372
C  -2.165  -0.381  -1.166  -0.080
C  -2.032  -1.267  -0.281  -0.073
C  -2.076  -2.256  0.802  -0.676
H  1.685  2.956  -0.197  0.205
H  1.757  2.192  1.395  0.201
H  3.176  2.162  0.336  0.210
H  1.938  0.710  -1.295  0.197
H  2.031  -0.062  0.282  0.191
H  -0.384  1.542  -0.742  0.218
H  -0.287  0.731  0.813  0.197
H  -0.122  -0.733  -1.892  0.240
H  -0.028  -1.452  -0.320  0.219
H  -1.586  -1.876  1.706  0.232
H  -1.609  -3.204  0.517  0.232
H  -3.128  -2.440  1.033  0.258



6.
Density functional theory data (ωB97M-V with the def2-TZVPD basis set) for one molecule with the formula C7H12 in a non-equilibrium geometry.

Output
Kohn-Sham gap in hartree: 0.3574
E in eV: -7452.187
Structure (SMILES): C=C(/C=C/C)CC
HOMO in eV: -8.562
Energy above the lowest of the compared OMol25 structures with the same formula, charge and spin in eV: 1.245

Each line ends with the natural charge from an NBO analysis.
Positions of all 19 atoms, in Å:
C  -2.101  -0.515  0.164  -0.408
C  -0.807  -0.390  -0.081  0.001
C  -0.090  0.831  0.383  -0.228
C  0.850  1.428  -0.340  -0.160
C  1.271  2.854  -0.017  -0.648
C  0.030  -1.514  -0.647  -0.437
C  0.421  -2.530  0.444  -0.605
H  -2.664  -1.364  -0.208  0.194
H  -2.672  0.212  0.733  0.196
H  -0.491  1.339  1.254  0.202
H  1.437  1.018  -1.145  0.199
H  2.222  3.146  -0.458  0.211
H  0.505  3.579  -0.309  0.218
H  1.363  2.985  1.061  0.214
H  0.900  -1.134  -1.180  0.208
H  -0.536  -2.021  -1.430  0.210
H  0.340  -3.547  0.078  0.211
H  -0.172  -2.364  1.335  0.216
H  1.458  -2.436  0.785  0.207



7.
Density functional theory data (ωB97M-V with the def2-TZVPD basis set) for a 2-piece molecular cluster, C7H12 overall in a non-equilibrium geometry.

Output
Kohn-Sham gap (alpha / beta) in hartree: 0.3062 / 0.3054
E in eV: -7446.095
HOMO (alpha / beta) in eV: -7.658 / -7.657
Energy above the lowest of the compared OMol25 structures with the same formula, charge and spin in eV: 7.336

Each line ends with the natural charge from an NBO analysis.
Positions of all 19 atoms, in Å:
C  -0.265  0.054  -2.182  -0.657
C  -0.465  -0.475  -0.732  -0.124
C  -0.722  0.646  0.235  -0.261
C  -1.124  0.124  1.647  -0.379
C  0.345  0.136  2.022  -0.287
C  0.954  -0.628  0.902  -0.204
C  0.737  0.836  0.731  -0.246
H  0.052  -0.685  -2.930  0.218
H  0.411  0.915  -2.262  0.214
H  -1.249  0.429  -2.535  0.218
H  -1.128  -1.345  -0.756  0.186
H  1.526  -0.929  -1.195  -0.005
H  -1.318  1.490  -0.122  0.191
H  -1.578  -0.878  1.691  0.196
H  -1.738  0.846  2.180  0.205
H  0.769  0.385  3.003  0.240
H  2.201  -0.881  -0.878  0.001
H  1.119  -1.648  0.641  0.265
H  1.471  1.609  0.539  0.230



8.
Density functional theory data (ωB97M-V with the def2-TZVPD basis set) for C7H12 as an isolated structure.

Output
Kohn-Sham gap in hartree: 0.3117
E in eV: -7449.014
HOMO in eV: -7.607
Energy above the lowest of the compared OMol25 structures with the same formula, charge and spin in eV: 4.417

Each line ends with the natural charge from an NBO analysis.
Positions of all 19 atoms, in Å:
C  1.964  -0.524  0.684  -0.622
C  1.354  -0.186  -0.654  -0.201
C  -0.073  -0.488  -0.998  -0.202
C  -1.082  -1.000  0.019  -0.439
C  -1.886  0.162  0.577  -0.458
C  -0.173  1.639  0.411  -0.323
C  0.358  0.964  -0.794  -0.330
H  2.153  -1.601  0.771  0.206
H  2.920  -0.003  0.804  0.218
H  1.320  -0.205  1.508  0.226
H  2.043  -0.293  -1.491  0.212
H  -0.263  -0.771  -2.031  0.222
H  -1.744  -1.728  -0.461  0.230
H  -0.576  -1.522  0.840  0.213
H  -2.528  0.657  -0.153  0.216
H  -2.453  -0.053  1.491  0.223
H  -0.995  0.880  1.073  0.226
H  -0.768  2.516  0.111  0.167
H  0.427  1.555  -1.708  0.217



9.
Density functional theory data (ωB97M-V with the def2-TZVPD basis set) for one molecule with the formula C7H12 in a non-equilibrium geometry.

Output
Kohn-Sham gap in hartree: 0.3537
E in eV: -7450.323
Structure (SMILES): C=C(C)C/C=C/C
HOMO in eV: -8.538
Energy above the lowest of the compared OMol25 structures with the same formula, charge and spin in eV: 3.108

Each line ends with the natural charge from an NBO analysis.
Positions of all 19 atoms, in Å:
C  -1.894  -1.048  1.124  -0.448
C  -1.552  -0.346  0.008  0.052
C  -1.812  -0.823  -1.433  -0.654
C  -0.705  0.951  0.187  -0.484
C  0.734  0.435  -0.206  -0.171
C  1.855  0.840  0.425  -0.199
C  3.038  0.137  0.049  -0.659
H  -2.708  -1.773  1.213  0.202
H  -1.272  -0.973  2.073  0.201
H  -2.213  0.216  -1.940  0.208
H  -2.509  -1.647  -1.437  0.229
H  -0.788  -0.928  -2.019  0.230
H  -0.845  1.856  -0.393  0.229
H  -0.732  1.195  1.230  0.219
H  0.766  -0.497  -0.814  0.195
H  1.961  1.609  1.282  0.210
H  3.855  0.547  0.683  0.202
H  3.215  -0.906  0.109  0.222
H  3.292  0.425  -0.912  0.217



10.
Density functional theory data (ωB97M-V with the def2-TZVPD basis set) for a 2-piece molecular cluster, C7H12 overall.

Output
Kohn-Sham gap in hartree: 0.3275
E in eV: -7450.759
Structure (SMILES): C/C=C1/C=CCC1.[H][H]
HOMO in eV: -7.819
Energy above the lowest of the compared OMol25 structures with the same formula, charge and spin in eV: 2.672

Each line ends with the natural charge from an NBO analysis.
Positions of all 19 atoms, in Å:
C  -0.146  0.023  2.527  -0.645
C  0.843  -0.342  1.474  -0.156
C  0.686  -0.024  0.188  -0.022
C  0.746  -1.167  -0.722  -0.195
C  -0.276  -1.092  -1.573  -0.226
C  -1.052  0.207  -1.425  -0.435
C  -0.216  1.027  -0.417  -0.447
H  -0.424  -0.919  3.017  0.220
H  0.203  0.725  3.282  0.218
H  -1.058  0.407  2.058  0.208
H  1.525  -1.164  1.691  0.191
H  1.418  -2.000  -0.547  0.221
H  -0.557  -1.880  -2.257  0.210
H  -1.189  0.728  -2.379  0.212
H  -2.053  0.013  -1.017  0.210
H  -0.806  1.554  0.338  0.215
H  0.363  1.806  -0.936  0.228
H  1.630  0.211  -2.313  0.012
H  2.038  0.601  -1.829  -0.019